{
  "formula": "C66H108F4O24",
  "method": "the ωB97M-V functional and the def2-TZVPD basis",
  "symbols": ["H", "H", "C", "H", "H", "H", "H", "F", "C", "C", "C", "H", "H", "C", "H", "H", "H", "H", "H", "H", "H", "C", "H", "H", "O", "C", "C", "C", "H", "H", "H", "C", "H", "C", "O", "O", "O", "O", "H", "H", "H", "C", "C", "C", "O", "H", "H", "H", "O", "H", "C", "H", "H", "C", "C", "H", "C", "H", "C", "H", "H", "H", "O", "C", "H", "H", "O", "C", "H", "O", "H", "C", "H", "C", "O", "H", "H", "H", "C", "C", "C", "C", "H", "F", "H", "H", "H", "C", "H", "C", "C", "H", "C", "H", "C", "C", "C", "O", "H", "H", "H", "H", "C", "H", "H", "H", "C", "H", "H", "H", "H", "C", "H", "C", "C", "H", "C", "O", "C", "C", "C", "H", "O", "H", "H", "H", "C", "C", "O", "C", "O", "C", "O", "H", "H", "C", "O", "H", "H", "H", "H", "H", "H", "C", "H", "H", "C", "C", "H", "H", "H", "H", "H", "H", "H", "C", "C", "H", "H", "O", "H", "C", "O", "H", "F", "H", "C", "H", "C", "C", "H", "H", "H", "H", "H", "H", "C", "C", "C", "F", "C", "C", "O", "H", "H", "H", "H", "H", "H", "C", "H", "H", "H", "O", "C", "C", "H", "H", "O", "H", "C", "O"],
  "xyz": [[4.748, 19.632, 14.864], [9.674, 12.350, 16.114], [8.307, 17.542, 22.967], [17.037, 10.346, 15.648], [13.473, 18.160, 21.559], [13.377, 19.993, 26.613], [7.102, 12.713, 12.640], [9.634, 21.354, 14.224], [16.756, 16.890, 16.852], [12.135, 24.368, 18.596], [9.167, 12.946, 15.370], [10.930, 17.845, 15.251], [9.238, 20.528, 24.653], [5.732, 19.998, 14.613], [14.159, 15.446, 20.612], [12.665, 18.628, 27.572], [13.061, 25.890, 17.353], [10.492, 9.784, 27.810], [9.651, 21.851, 25.735], [13.909, 22.186, 20.508], [15.144, 12.854, 19.582], [9.996, 21.279, 24.874], [10.567, 20.660, 18.388], [18.868, 22.276, 22.693], [13.636, 15.114, 13.851], [15.175, 12.936, 18.495], [7.909, 14.582, 13.429], [12.225, 17.734, 18.394], [13.930, 14.744, 18.286], [17.787, 9.314, 13.321], [15.131, 11.936, 18.064], [10.667, 17.641, 23.077], [9.561, 20.942, 20.864], [11.136, 13.549, 22.467], [15.910, 9.629, 13.962], [16.423, 16.119, 17.964], [7.188, 23.836, 17.725], [11.275, 20.622, 25.120], [6.695, 25.820, 18.022], [11.857, 15.272, 21.420], [13.866, 14.140, 16.027], [18.793, 22.599, 21.655], [8.460, 23.572, 18.143], [10.178, 22.380, 23.723], [13.090, 18.225, 25.649], [19.030, 21.436, 19.904], [10.683, 18.731, 23.082], [13.889, 14.075, 12.013], [11.263, 12.868, 23.678], [14.474, 17.323, 26.844], [15.542, 17.282, 16.032], [11.635, 11.446, 25.788], [15.272, 10.396, 15.613], [5.131, 24.522, 18.791], [16.846, 20.143, 20.509], [16.459, 21.157, 20.404], [13.483, 13.333, 16.650], [16.126, 14.579, 14.045], [9.306, 21.381, 21.829], [14.431, 15.743, 22.418], [7.308, 18.750, 17.079], [11.715, 15.095, 12.733], [15.390, 12.634, 13.800], [11.095, 19.790, 18.025], [15.151, 18.703, 25.803], [9.440, 12.276, 24.492], [13.340, 14.060, 22.014], [17.601, 18.037, 17.427], [15.315, 18.716, 20.013], [17.601, 23.251, 21.224], [11.633, 22.835, 20.081], [8.954, 16.045, 19.670], [15.801, 18.052, 15.305], [14.432, 14.666, 12.751], [10.567, 13.193, 18.470], [11.775, 15.879, 14.283], [10.104, 13.891, 22.391], [17.317, 12.057, 14.054], [10.810, 19.399, 16.724], [13.933, 18.748, 22.354], [7.540, 24.812, 19.763], [7.375, 21.743, 14.665], [12.477, 16.709, 13.055], [15.497, 25.507, 17.882], [8.275, 11.330, 14.268], [7.241, 24.139, 20.566], [11.147, 24.706, 18.321], [14.442, 17.882, 25.909], [16.484, 24.824, 21.579], [8.357, 20.882, 14.339], [8.237, 17.554, 21.440], [8.753, 18.394, 18.028], [6.705, 19.132, 14.158], [9.411, 23.151, 23.652], [11.253, 19.734, 26.214], [13.180, 25.069, 18.044], [10.340, 11.838, 24.059], [9.884, 10.314, 25.893], [13.198, 19.224, 23.003], [16.067, 13.496, 18.213], [13.919, 12.437, 16.208], [11.391, 9.002, 26.600], [6.600, 24.864, 18.536], [5.115, 23.711, 19.519], [17.201, 24.001, 23.049], [11.059, 23.013, 23.830], [7.713, 13.223, 13.371], [9.567, 15.145, 19.630], [16.500, 13.941, 12.474], [11.547, 10.152, 24.621], [9.632, 8.602, 26.891], [7.923, 15.872, 18.555], [15.781, 23.472, 19.631], [13.889, 13.677, 18.065], [16.396, 12.019, 14.635], [7.405, 15.242, 12.738], [11.225, 18.201, 16.227], [10.470, 21.788, 22.499], [13.746, 23.022, 19.843], [8.368, 12.404, 14.338], [10.389, 9.381, 26.802], [11.514, 17.412, 23.724], [12.081, 13.255, 16.775], [17.321, 16.264, 16.161], [8.515, 15.517, 17.711], [16.987, 10.581, 12.323], [17.266, 16.331, 18.903], [15.775, 19.069, 20.935], [18.062, 17.434, 18.588], [6.039, 21.330, 14.870], [14.869, 19.698, 21.833], [12.397, 23.312, 19.485], [12.849, 13.100, 18.793], [14.647, 17.249, 25.045], [18.293, 18.458, 16.697], [16.844, 9.670, 12.904], [17.974, 20.321, 21.394], [4.648, 24.138, 17.892], [19.998, 20.856, 21.154], [5.309, 22.015, 15.274], [14.763, 17.643, 16.702], [7.792, 25.782, 20.191], [15.276, 14.570, 21.440], [12.364, 15.677, 13.388], [6.492, 18.111, 13.879], [7.688, 22.765, 14.817], [7.942, 17.947, 17.453], [8.049, 19.577, 13.963], [19.648, 23.261, 21.525], [9.613, 16.834, 19.307], [10.053, 11.224, 23.205], [14.438, 18.134, 23.099], [16.890, 18.854, 17.547], [10.827, 17.286, 22.059], [16.528, 8.977, 12.124], [16.172, 10.569, 15.023], [10.950, 10.904, 25.137], [18.209, 25.047, 22.103], [8.797, 20.671, 22.481], [8.683, 24.200, 19.265], [7.187, 15.118, 18.833], [11.755, 13.175, 18.067], [8.386, 16.223, 20.973], [17.258, 19.855, 19.542], [9.137, 16.500, 14.411], [10.530, 18.943, 26.013], [12.093, 14.691, 22.311], [9.000, 18.231, 21.057], [9.364, 14.327, 15.354], [8.783, 15.155, 14.420], [11.261, 12.808, 21.677], [12.154, 16.342, 16.759], [7.496, 16.987, 23.438], [10.897, 20.256, 27.102], [7.301, 18.053, 21.189], [15.164, 16.432, 15.464], [14.486, 24.727, 18.381], [11.891, 18.987, 18.832], [14.779, 23.737, 19.329], [12.875, 16.883, 19.164], [12.671, 19.162, 26.622], [14.301, 15.026, 21.607], [9.474, 17.000, 23.540], [10.196, 20.032, 16.100], [8.709, 22.273, 21.641], [8.417, 17.499, 16.580], [16.631, 12.709, 15.445], [8.046, 18.554, 23.278], [16.250, 18.224, 21.434], [18.993, 21.237, 20.975], [14.883, 15.554, 12.309], [12.211, 15.359, 23.164], [12.098, 19.266, 19.854], [9.210, 22.750, 17.588], [11.919, 17.336, 17.109], [15.732, 13.950, 13.247], [4.609, 25.372, 19.229], [8.823, 18.966, 13.524], [17.388, 15.597, 19.870], [10.043, 14.716, 16.099], [17.361, 24.366, 22.034], [7.211, 17.028, 18.198]],
  "forces_ev_per_a": [[-0.1, -0.1, -0.2], [-0.1, -0.1, 0.0], [-0.6, -0.4, 0.0], [0.3, -0.5, -0.1], [-0.1, -0.1, 0.1], [0.1, 0.2, 0.4], [-0.1, 0.4, -0.2], [-0.6, -0.4, 0.0], [0.1, 0.8, -2.9], [-0.2, -0.7, 0.6], [-1.1, 0.2, -1.9], [0.1, 0.1, -0.1], [-0.1, 0.0, -0.3], [-0.3, 0.3, 0.6], [-0.9, 0.6, 0.1], [-0.4, 0.4, 0.4], [-0.2, 0.0, 0.0], [-0.1, 0.5, 0.2], [0.1, -0.2, 0.5], [0.2, 0.1, 0.3], [0.2, 0.0, 0.0], [1.3, 1.3, -0.6], [0.5, 0.3, 0.2], [-1.0, 0.7, 0.7], [-1.3, -0.4, -1.3], [-0.7, 0.8, 0.1], [0.8, 1.8, 0.7], [-0.3, 0.5, -1.9], [0.0, 0.1, -0.2], [0.5, 0.1, -0.4], [0.3, 0.0, 0.0], [0.0, -0.3, -0.1], [0.1, -0.2, 0.1], [-2.0, -0.6, -0.1], [0.4, 1.4, -0.1], [-2.1, -0.7, -1.2], [0.5, -0.1, -0.5], [-0.5, 0.9, -0.5], [0.1, 0.0, -0.1], [-0.6, 0.2, 0.0], [-0.9, 0.1, -0.5], [0.5, -1.2, -0.2], [0.7, -3.5, -2.5], [1.4, -1.0, 0.8], [0.3, 0.8, 0.2], [-0.6, -0.4, -0.5], [-0.7, 0.3, 0.0], [-0.1, 0.0, 0.1], [0.9, -0.7, 2.0], [0.5, 0.1, 0.1], [-0.1, 0.0, 0.5], [-0.1, 0.3, 0.1], [0.1, 0.5, 0.4], [0.8, -0.3, 0.5], [0.6, 0.1, 0.1], [-0.9, -0.2, -0.1], [1.4, 1.2, -0.2], [0.1, 0.1, 0.3], [0.2, 0.1, 0.1], [0.0, 0.5, -0.3], [-0.2, -0.1, 0.2], [0.6, -0.4, -0.2], [0.2, 0.4, -0.3], [-0.1, -0.3, -0.3], [-0.2, 0.4, 0.6], [-0.2, 0.2, -0.1], [0.9, 0.6, -0.3], [-2.3, -0.5, -1.7], [-0.5, 0.0, -0.1], [1.3, -1.1, 0.2], [-0.3, -0.2, -0.4], [-0.8, -0.1, -0.5], [0.1, 0.1, 0.1], [1.8, 0.1, 0.8], [3.9, -0.3, -1.2], [0.0, -0.6, 0.3], [-0.2, 0.5, -0.2], [0.4, -0.2, -0.2], [-0.5, 1.0, -0.3], [0.5, 0.4, 0.7], [-1.0, 0.4, 0.5], [-1.5, 1.6, 1.1], [0.5, -0.1, -0.8], [-0.4, -0.6, 0.2], [-0.2, -0.1, 0.0], [-0.8, 0.2, 0.1], [-0.2, -0.4, 0.2], [-0.8, -0.9, -1.5], [0.0, 0.4, 0.5], [0.5, -1.3, -1.3], [0.3, -0.4, 0.8], [0.0, 0.1, 0.2], [2.0, 0.3, -0.8], [-0.9, -0.5, 0.1], [0.5, -0.4, 1.0], [1.6, 0.0, -0.3], [0.3, 0.4, 0.1], [1.0, 0.5, -1.0], [-0.2, 0.6, -0.6], [0.0, -0.2, -0.1], [-0.3, -0.4, 0.4], [-0.1, -0.3, -0.7], [-0.2, -0.3, 0.5], [-0.2, -0.1, 0.0], [-0.5, 0.3, 0.2], [0.3, -0.3, 1.1], [1.2, -1.0, 1.8], [-0.1, -0.2, 0.5], [-0.1, -0.5, -0.3], [0.0, -0.4, 0.1], [0.3, -0.4, -0.1], [0.4, -0.2, 0.5], [0.3, 0.3, -0.2], [2.5, -1.5, -0.1], [0.3, 1.2, -1.9], [0.1, 0.1, -0.1], [0.8, -1.4, 1.2], [0.1, -0.2, -1.1], [-2.5, -0.4, -0.2], [0.3, 0.5, 0.3], [-0.5, -0.3, 1.1], [-0.2, -0.6, 0.0], [-0.8, 0.3, -1.1], [0.7, -0.2, 0.3], [-0.1, -0.2, -0.4], [-0.2, 0.6, 0.7], [2.5, -0.9, 3.1], [1.5, 2.0, 0.7], [0.6, -0.5, 1.8], [1.5, -0.3, -0.3], [-0.6, -0.5, -0.4], [1.1, 0.8, 0.4], [-1.3, -0.1, 1.9], [0.5, -0.5, 0.4], [0.8, -0.7, 0.5], [0.3, -1.0, -0.2], [0.4, -0.6, 0.2], [0.0, 0.4, 0.0], [-0.2, -0.2, 0.7], [0.0, 0.1, -0.2], [-0.2, 0.2, -0.2], [0.0, 0.0, -0.2], [0.0, -0.5, 0.5], [0.4, 0.7, 1.7], [-0.2, -0.1, 0.2], [-0.2, 0.2, 0.2], [0.6, 0.4, -0.3], [-1.0, 0.1, 0.5], [0.2, 0.1, -0.4], [0.2, 0.6, 0.7], [-0.1, 0.0, -0.2], [0.3, -0.7, -0.4], [0.0, 0.3, 1.0], [0.5, 0.1, -0.1], [-0.2, -0.4, 0.3], [-1.4, -0.1, -0.3], [-0.3, 0.8, -0.6], [0.1, 0.2, -0.4], [-0.5, -0.2, -0.4], [2.4, 0.3, 0.3], [0.0, 0.0, 0.0], [-4.2, 0.1, 1.0], [0.4, 0.5, -0.7], [-0.1, -0.2, -0.2], [-0.7, -1.4, -0.2], [0.1, -0.5, 0.0], [1.1, -1.1, -0.7], [0.4, -0.1, -0.2], [0.5, 0.3, 0.5], [-0.6, -1.1, -1.0], [0.3, 0.3, -0.5], [0.2, -0.2, 0.1], [-0.1, -0.5, -0.5], [-0.2, 0.2, 0.3], [-0.5, -0.4, -0.3], [-0.1, 0.0, 0.1], [0.0, 0.4, 0.8], [-0.8, 0.6, 0.9], [0.8, 0.6, -1.2], [0.7, -0.7, 1.1], [-1.6, 0.4, -1.9], [0.7, -0.9, 0.3], [0.5, 1.1, 0.2], [0.0, 0.2, 0.1], [-0.5, 0.0, -0.1], [0.0, -0.3, -0.2], [-0.3, -0.4, 0.8], [0.7, 0.7, 0.3], [0.3, -0.2, 0.0], [-0.9, 0.9, -0.8], [-0.3, 0.3, -0.7], [-0.3, -0.1, 0.2], [0.1, 0.1, 0.1], [-2.2, 2.8, 1.7], [-0.6, 0.1, -1.2], [-1.8, -0.9, 1.3], [-0.1, 0.0, -0.2], [-0.1, -0.3, 0.2], [0.1, 2.1, -1.5], [0.0, 0.3, 0.0], [-0.5, -0.2, 0.2], [-0.8, 0.1, 0.2]],
  "mulliken_charge": [0.3887, 0.4565, -0.9731, 0.3624, 0.0169, 0.3722, 0.4140, -0.3958, 0.4407, -0.2891, -0.8576, 0.4877, 0.1187, -0.4938, -0.1387, 0.3590, 0.4436, 0.2725, 0.4780, 0.7631, 0.3236, -0.3334, 0.3933, 0.4038, -0.0020, -1.6378, -0.8163, 0.0158, -0.6764, 0.3406, 0.3774, 0.2124, -0.2556, -1.3094, -0.3744, 0.2673, -0.2732, -0.1882, 0.2983, -0.4425, -0.4060, -0.8146, 0.5228, -0.8171, -0.0361, 0.2772, 0.0613, 0.4173, -0.2915, 0.3994, -0.9546, 0.3409, 0.2344, -1.3891, 0.0715, -0.0064, 0.9371, -0.1713, -0.0049, 0.1563, 0.2997, 0.4704, -0.3368, -0.3900, 0.3667, 0.2751, -0.5342, -0.3238, -0.0204, -0.0966, 0.4079, 0.9642, 0.4671, -0.8083, -0.6226, -0.4250, 0.5376, 0.6905, -0.5687, 0.3353, -0.6092, -0.3852, 0.3374, -0.3466, 0.3758, 0.2555, 0.3227, -0.8104, 0.2279, 0.4673, 0.0176, -0.1286, -0.4825, 0.4085, -0.6417, -0.6785, -0.5270, -0.3228, 0.0536, 0.1045, -0.2932, 0.3262, 0.4134, 0.3625, 0.3346, 0.3518, -0.6140, 0.1453, 0.4708, 0.2954, 0.2366, -0.5317, 0.7215, 2.2101, -0.4168, 0.4393, -0.5848, -0.0998, -0.5947, -0.6464, -0.7201, 0.1601, -0.2127, 0.0775, -0.0793, 0.2311, 0.3073, -0.0845, -0.3945, -0.3214, -0.4425, -0.2722, -0.4592, 0.0595, 0.4307, -0.7394, -0.3868, 0.3130, 0.4392, 0.3912, -0.0099, 0.3389, 0.4437, -0.4128, 0.3641, 0.3764, 0.5227, -0.2781, 0.4589, -0.4566, 0.2810, -0.0639, 0.3269, -0.0160, 0.2784, -0.4842, -0.4089, 0.3120, 0.1625, -0.2118, 0.3857, 0.4882, -0.4735, -0.1106, 0.1418, 0.3092, 1.1757, 0.0175, 1.0835, -0.0974, 0.3492, 0.0776, 0.4026, 0.4649, 0.5368, -0.0625, -0.0086, -1.1227, -0.5688, 0.0280, -0.7384, -0.2384, -0.4277, 0.3093, 0.0981, -0.3114, 0.1260, 0.2067, 0.4906, -0.6231, 0.3946, 0.2627, 0.8851, -0.3285, 0.2406, -0.0661, 0.3792, 0.4031, -0.6142, 0.1356, -0.8299, -0.5192],
  "total_energy_ev": -130192.0727
}